(1)
One molecule with the formula C11H21Cl3O9P2. Source: the Open Molecules 2025 dataset; level of theory: ωB97M-V/def2-TZVPD.

Geometry as XYZ:
```
46
Properties=species:S:1:pos:R:3:forces:R:3:lowdin_charge:R:1
O 0.418 -2.494 0.310 2.04 0.85 0.89 -0.2592
P 1.711 -1.726 0.381 -1.19 -1.18 0.55 0.6198
O 1.950 -1.132 -1.104 1.42 -1.00 1.37 -0.1778
C 1.148 -0.053 -1.499 -0.64 2.16 0.27 -0.3201
C 2.002 1.216 -1.532 -1.17 1.41 0.51 -0.5913
Cl 2.774 1.309 -3.109 0.50 0.36 -0.42 0.5983
O 3.074 -2.621 0.893 -2.34 1.81 -1.49 -0.2214
C 2.994 -4.071 0.637 -0.57 0.62 -0.60 -0.2485
C 4.259 -4.692 -0.065 -1.28 0.82 0.15 -0.5259
Cl 5.835 -4.245 0.716 -1.00 -0.51 -0.08 0.5275
O 1.638 -0.399 1.405 0.42 -1.37 -1.84 -0.1767
C 0.477 -0.276 2.236 -1.01 0.16 1.74 -0.1310
C 0.182 1.213 2.711 0.32 -0.16 0.63 -0.3567
C 1.452 1.664 3.372 -0.65 1.07 2.45 -0.2035
O 1.502 3.030 3.771 -1.32 0.68 -0.56 -0.0294
C -0.196 2.123 1.563 0.30 -0.17 -0.42 -0.1290
O -1.220 1.498 0.693 -1.51 0.00 2.37 -0.1867
P -2.577 1.354 1.637 -1.40 -0.34 -0.35 0.6049
O -3.221 2.662 1.859 0.17 -1.08 -0.44 -0.2311
O -3.590 0.202 0.838 3.48 1.77 1.68 -0.2041
C -3.124 -0.648 -0.257 0.22 -0.31 -0.95 -0.2638
C -4.323 -0.470 -1.211 2.35 -0.28 0.91 -0.6463
Cl -4.422 -1.634 -2.461 0.04 -0.95 -1.09 0.6291
O -2.132 0.746 3.120 -0.67 -0.75 -2.07 -0.1854
C -0.983 1.370 3.737 -0.24 -0.65 -1.11 -0.1125
H 0.710 -0.165 -2.497 0.22 -0.63 0.29 0.1209
H 0.334 0.145 -0.797 -0.11 -0.35 0.05 0.0897
H 2.757 1.204 -0.762 0.36 -0.29 0.14 0.0664
H 1.426 2.198 -1.317 0.56 -1.72 -0.74 0.1072
H 1.981 -4.229 0.156 1.48 -0.30 -0.24 0.1194
H 2.848 -4.537 1.602 0.47 -0.04 0.40 0.1100
H 4.420 -4.475 -1.121 -0.40 0.49 0.17 0.0643
H 3.991 -5.745 -0.043 0.78 -0.35 0.39 0.0743
H 0.667 -0.893 3.133 -0.15 0.34 -0.18 0.1492
H -0.430 -0.672 1.787 0.26 -0.12 -0.37 0.1055
H 2.279 1.467 2.817 2.33 -0.78 -2.06 0.0965
H 1.556 1.117 4.294 -0.02 -0.85 0.36 0.1325
H 2.372 3.282 4.072 0.29 -0.22 0.00 0.0914
H 0.597 2.170 0.886 1.59 0.14 -1.01 0.0955
H -0.323 3.171 1.921 -0.90 -0.80 -0.42 0.1576
H -2.859 -1.699 0.019 -0.50 0.95 0.28 0.1289
H -2.274 -0.246 -0.889 -0.45 -0.23 1.46 0.1181
H -4.016 0.470 -1.569 -0.78 1.39 -1.15 0.0662
H -5.203 -0.432 -0.670 -1.80 0.08 0.95 0.0555
H -0.871 1.002 4.772 0.13 -0.34 -0.74 0.1505
H -1.258 2.409 3.791 0.39 0.67 0.31 0.1212
```
Forces are in eV/Å.

Calculated values
HOMO energy: -10.67 eV
gap between HOMO and LUMO: 10.95 eV
SMILES: O=P(OCCCl)(OCCCl)OC[C@]1(CO)CO[P@](=O)(OCCCl)OC1
electronic energy: -3172.2907 a.u.
LUMO level: 0.28 eV

(2)
A 2-piece molecular cluster, C11H21N2S overall. Source: the Open Molecules 2025 dataset; level of theory: ωB97M-V/def2-TZVPD.

Geometry as XYZ:
```
35
Properties=species:S:1:pos:R:3:forces:R:3:lowdin_charge:R:1
C -0.534 -2.298 1.429 1.94 2.60 -0.83 0.0145
C 3.096 -0.505 0.417 -1.38 -0.71 1.57 0.0991
C -1.122 1.119 0.638 0.05 -0.34 0.33 -0.0134
C 0.146 -1.140 1.470 1.33 -3.82 -3.33 -0.2163
C 2.099 -1.105 -0.168 -1.39 0.27 1.68 -0.0913
C -0.441 1.034 1.984 -0.87 2.10 -1.37 -0.2609
C -2.017 2.260 3.308 -0.24 -0.05 -1.38 -0.0725
C 0.056 0.107 -4.256 -0.16 -2.73 0.60 -0.1007
C -0.556 2.200 2.882 1.55 1.26 2.38 -0.1818
C 0.982 -0.973 -3.446 0.80 5.73 -0.85 -0.2032
C 0.637 -0.897 -1.964 -2.99 1.48 -1.59 -0.6601
N 0.000 -0.109 2.304 1.31 -0.40 1.91 0.0821
N 1.449 -1.681 -1.139 1.72 -3.11 2.65 0.0024
S -1.201 -1.130 -1.750 0.05 -2.15 -0.68 0.7887
H -1.385 -2.343 2.043 -1.23 -1.01 0.53 0.0536
H -0.241 -2.971 0.613 -0.60 -0.22 0.76 0.0381
H 3.897 -0.277 -0.206 1.70 0.25 -0.87 0.0645
H 3.174 -0.343 1.521 -0.36 0.16 -1.39 0.1044
H -1.852 0.337 0.605 -0.42 -0.77 -0.12 0.0691
H -1.719 1.996 0.562 0.01 1.03 -0.17 0.0791
H -2.270 1.301 3.660 -0.78 -1.09 0.84 0.0662
H -2.309 3.028 4.001 0.22 0.34 0.24 0.0875
H -2.554 2.396 2.347 -0.23 0.11 0.83 0.0844
H -0.974 0.032 -3.913 -0.03 -0.18 -0.37 0.0103
H 0.090 -0.057 -5.339 0.22 0.11 0.35 0.0814
H 0.346 1.074 -3.987 0.78 1.56 0.14 0.0447
H 0.215 2.278 3.771 -1.52 -0.74 -1.62 0.1617
H -0.452 3.155 2.385 0.71 -0.04 -0.74 0.1147
H 2.011 -0.415 -3.647 -1.54 -2.12 0.63 0.1533
H 0.859 -1.909 -3.875 0.21 -1.86 -0.60 0.0726
H 0.601 0.165 -1.606 1.05 -0.88 -0.36 0.0998
H 0.577 -0.345 3.110 -0.44 1.10 0.74 0.1939
H -0.534 0.976 -0.288 0.25 0.22 0.89 0.0603
H 1.280 -2.733 -0.831 0.06 2.62 -1.75 0.2254
H -1.355 -2.223 -2.638 0.20 1.26 0.94 -0.0515
```
Forces are in eV/Å.

Calculated values
HOMO energy (spin up / spin down): -11.13 / -11.13 eV
charge: +1
gap between HOMO and LUMO (spin up / spin down): 7.53 / 7.53 eV
electronic energy: -938.9476 a.u.
LUMO level (spin up / spin down): -3.61 / -3.61 eV
energy relative to the best compared isomer or geometry (same formula, charge and spin): 140.82 kcal/mol

(3)
C11H21O9Pb as an isolated structure. Source: the Open Molecules 2025 dataset; level of theory: ωB97M-V/def2-TZVPD.

Geometry as XYZ:
```
42
Properties=species:S:1:pos:R:3:forces:R:3:lowdin_charge:R:1
Pb -17.200 1.288 6.136 0.97 -0.88 0.50 1.5798
C -15.768 -0.047 3.443 -0.87 0.87 0.23 -0.3933
O -15.517 0.415 4.715 0.02 0.18 0.56 -0.5533
H -15.186 0.489 2.668 0.30 -0.26 0.04 0.0461
H -15.638 -1.135 3.320 0.14 -0.01 -0.04 0.0484
H -16.817 0.187 3.142 -0.06 -0.34 -0.15 0.0367
C -18.340 -1.246 8.348 0.56 0.78 0.16 -0.3912
O -17.316 -0.478 7.837 0.29 0.55 -0.85 -0.5516
H -19.030 -1.666 7.592 -0.07 -0.03 0.00 0.0429
H -17.922 -2.092 8.925 -0.20 -0.16 -0.02 0.0443
H -18.934 -0.642 9.064 -0.34 -0.28 0.02 0.0425
C -16.883 4.505 7.272 -1.29 -0.87 0.46 -0.3852
O -16.235 3.326 7.025 0.27 -0.34 -0.88 -0.5010
H -17.797 4.712 6.650 0.21 -0.14 -0.32 0.0328
H -17.362 4.425 8.269 0.24 0.70 0.19 0.0609
H -16.293 5.436 7.189 0.35 -0.13 0.16 0.0513
C -18.737 7.340 5.018 0.35 -0.63 -0.45 -0.0218
C -18.750 6.272 3.936 -0.30 0.23 -0.42 -0.3232
C -17.343 5.870 3.462 -0.20 0.05 0.27 -0.0766
O -17.396 4.451 3.422 0.61 -0.37 0.13 0.0930
C -18.443 4.001 4.104 -0.90 0.46 0.18 -0.5752
O -18.698 2.876 4.391 0.02 0.02 -0.39 0.0514
O -19.290 5.030 4.396 0.05 0.16 0.13 0.0590
H -18.112 8.137 4.609 -0.05 0.21 0.33 0.0881
H -18.279 6.897 5.903 0.00 0.27 0.13 0.0816
H -19.733 7.721 5.230 -0.02 -0.02 0.07 0.0760
H -19.377 6.623 3.110 0.03 -0.18 -0.10 0.1452
H -16.628 6.226 4.208 0.26 -0.34 -0.11 0.1347
H -17.043 6.171 2.462 -0.18 0.37 0.05 0.1333
C -22.397 5.690 7.069 0.92 0.41 -0.68 -0.0282
C -22.188 4.301 7.598 -1.05 -0.63 0.10 -0.3349
C -22.635 3.133 6.672 -0.76 1.46 0.48 -0.1110
O -21.559 2.240 6.730 -0.05 -0.42 -0.41 0.0881
C -20.505 2.785 7.387 -0.10 0.23 0.24 -0.5286
O -19.450 2.277 7.526 -0.17 -0.06 0.09 0.0906
O -20.844 3.993 7.907 0.03 0.18 -0.19 0.0997
H -23.459 5.884 6.927 0.01 0.07 0.01 0.0863
H -21.862 5.824 6.121 -0.29 -0.31 -0.19 0.0803
H -21.938 6.474 7.674 -0.33 -0.22 0.52 0.0855
H -22.829 4.143 8.472 0.54 0.41 0.48 0.1430
H -22.936 3.466 5.675 0.77 -0.19 -0.29 0.1296
H -23.565 2.768 7.114 0.30 -0.81 -0.05 0.1241
```
Forces are in eV/Å.

Calculated values
HOMO energy: -3.28 eV
charge: -1
gap between HOMO and LUMO: 5.51 eV
electronic energy: -1301.7196 a.u.
LUMO level: 2.22 eV

(4)
A 2-piece molecular cluster, C11H22BrFNO3 overall. Source: the Open Molecules 2025 dataset; level of theory: ωB97M-V/def2-TZVPD.

Geometry as XYZ:
```
39
Properties=species:S:1:pos:R:3:forces:R:3:lowdin_charge:R:1
C 0.717 -4.895 -1.086 0.32 0.73 0.22 0.1214
C 0.838 -3.748 -0.369 -0.77 -1.00 -0.15 -0.1007
N 0.676 -2.399 -1.009 2.34 -0.01 -1.51 -0.2020
O 0.331 -2.713 -2.353 -0.13 -0.35 -0.03 0.0569
C -0.504 -1.684 -0.430 -1.41 -0.93 0.74 0.0186
C -1.366 -1.063 -1.509 1.23 2.57 -1.30 -0.4327
O -1.051 0.000 -1.985 -0.50 -1.64 0.48 0.1682
F -2.442 -1.699 -1.907 0.10 -0.40 0.48 0.1902
C 1.919 -1.550 -1.071 0.48 1.27 0.44 -0.1385
C 2.777 -1.490 0.182 -0.21 -0.11 0.49 -0.6924
C 2.059 -1.329 1.523 0.10 0.18 -0.28 -0.1126
Br 4.073 -2.957 0.245 -0.31 -0.04 -0.10 0.7641
H -0.079 -5.567 -0.793 1.21 -1.20 1.16 0.0962
H 1.417 -5.165 -1.862 -1.17 0.59 -1.55 0.0948
H 1.126 -3.814 0.667 -1.51 0.72 0.70 0.1170
H 0.692 -2.020 -2.927 0.07 0.25 0.09 0.1479
H -1.090 -2.432 0.096 0.03 -0.18 0.12 0.1529
H -0.236 -0.911 0.275 0.42 0.16 -0.04 0.1331
H 1.602 -0.530 -1.288 -0.38 0.08 0.02 0.1475
H 2.552 -1.834 -1.902 -0.17 -0.65 -0.20 0.1334
H 3.390 -0.608 0.067 0.28 0.10 -0.23 0.0971
H 1.776 -0.291 1.676 -0.05 0.22 -0.07 0.0969
H 2.759 -1.590 2.301 0.00 -0.07 0.33 0.0752
H 1.156 -1.917 1.629 0.02 -0.33 0.14 0.0587
C -1.306 2.973 -1.009 0.00 0.15 0.08 -0.0761
C -1.616 2.281 0.308 -0.08 0.14 -0.08 -0.2850
O -0.789 2.685 1.380 0.19 -0.22 0.05 -0.1694
C -0.868 4.057 1.740 -0.05 0.20 0.12 -0.2734
C -2.246 4.485 2.212 -0.11 -0.14 -0.19 -0.0745
H -0.241 2.903 -1.238 0.00 -0.06 -0.02 0.0828
H -1.871 2.517 -1.821 0.00 -0.02 0.00 0.0710
H -1.567 4.031 -0.977 -0.04 -0.01 -0.01 0.0743
H -1.442 1.209 0.197 0.03 -0.01 0.10 0.0810
H -2.672 2.401 0.571 -0.02 0.03 -0.04 0.1154
H -0.524 4.690 0.916 -0.05 -0.01 -0.03 0.1099
H -0.154 4.189 2.553 0.05 -0.13 -0.02 0.1189
H -2.974 4.469 1.399 0.00 0.07 0.01 0.0686
H -2.212 5.500 2.605 0.02 0.00 0.01 0.0815
H -2.610 3.815 2.992 0.05 0.04 0.06 0.0837
```
Forces are in eV/Å.

Calculated values
HOMO energy: -12.03 eV
charge: +1
gap between HOMO and LUMO: 7.40 eV
electronic energy: -3386.2280 a.u.
LUMO level: -4.63 eV
energy relative to the best compared isomer or geometry (same formula, charge and spin): 12.19 kcal/mol

(5)
C11H22CdI2OSi as an isolated structure. Source: the Open Molecules 2025 dataset; level of theory: ωB97M-V/def2-TZVPD.

Geometry as XYZ:
```
38
Properties=species:S:1:pos:R:3:forces:R:3:lowdin_charge:R:1
C 5.755 -1.675 0.023 0.04 -0.01 -0.26 -0.1018
O 5.689 -0.357 0.511 0.23 -0.06 0.42 -0.1778
C 4.412 0.092 0.870 -0.27 0.28 -0.37 -0.2311
C 3.689 0.801 -0.301 -0.05 -0.35 0.28 -0.1476
C 2.254 0.318 -0.567 0.16 0.18 -0.04 -0.2017
C 1.153 1.170 0.082 -0.01 -0.25 -0.13 -0.2013
C -0.055 1.346 -0.821 -0.38 0.13 0.04 -0.2449
C -1.220 2.075 -0.143 0.15 -0.05 -0.23 -0.2460
C -2.585 1.889 -0.863 -0.23 -0.29 0.15 -0.3532
Si -3.864 1.078 0.248 0.55 0.41 0.59 0.5137
C -3.802 -0.872 0.141 -0.94 0.27 0.08 -0.8999
I -2.232 -1.925 -1.050 1.30 -0.89 0.73 1.0407
C -4.627 -1.696 0.851 0.40 -0.36 -0.09 -0.9102
C -4.504 -3.191 0.955 -0.35 0.37 0.23 -0.1788
I -6.092 -0.834 2.032 0.10 0.04 -0.10 1.1564
H 5.005 -2.319 0.485 -0.12 -0.04 0.09 0.0825
H 6.734 -2.082 0.255 0.13 0.06 0.03 0.0913
H 5.629 -1.701 -1.062 -0.10 -0.05 -0.12 0.0850
H 3.791 -0.738 1.219 0.02 -0.17 0.14 0.1059
H 4.546 0.783 1.699 0.04 0.04 0.13 0.1231
H 3.683 1.869 -0.104 0.03 0.18 -0.19 0.1071
H 4.293 0.633 -1.188 0.10 0.03 -0.08 0.1151
H 2.161 -0.713 -0.220 -0.03 -0.13 -0.03 0.1027
H 2.098 0.282 -1.646 -0.08 0.11 -0.10 0.1053
H 0.823 0.697 1.009 0.02 0.07 0.19 0.1148
H 1.542 2.151 0.344 0.05 0.13 0.07 0.1203
H -0.406 0.373 -1.175 0.10 -0.16 0.02 0.0269
H 0.217 1.903 -1.718 0.11 0.00 -0.12 0.1293
H -1.293 1.777 0.902 0.01 -0.10 0.11 0.0904
H -1.002 3.140 -0.138 0.01 0.12 0.11 0.1266
H -3.022 2.854 -1.122 -0.08 0.06 -0.13 0.0833
H -2.410 1.379 -1.824 0.03 0.05 -0.23 0.0281
H -5.251 1.481 -0.080 -0.04 -0.26 -0.31 -0.0287
H -3.595 1.395 1.659 -0.03 -0.06 -0.01 0.0117
H -5.229 -3.588 1.657 -0.04 -0.08 0.03 0.0693
H -3.511 -3.454 1.319 0.16 -0.06 -0.08 0.0907
H -4.684 -3.660 -0.011 0.13 -0.08 -0.15 0.0860
Cd -4.089 -0.681 -2.231 -1.09 0.90 -0.68 1.3168
```
Forces are in eV/Å.

Calculated values
HOMO energy: -12.97 eV
charge: +2
gap between HOMO and LUMO: 1.68 eV
electronic energy: -1559.3892 a.u.
LUMO level: -11.30 eV
energy relative to the best compared isomer or geometry (same formula, charge and spin): 8.17 kcal/mol

(6)
C11H22IInN2O5PS as an isolated structure. Source: the Open Molecules 2025 dataset; level of theory: ωB97M-V/def2-TZVPD.

Geometry as XYZ:
```
44
Properties=species:S:1:pos:R:3:forces:R:3:lowdin_charge:R:1
O -1.797 -1.930 -2.060 -0.30 -0.24 -1.58 0.0353
C -2.015 -2.177 -3.235 -0.25 0.49 1.61 -0.5372
O -3.176 -1.783 -3.849 0.47 -0.45 -0.47 0.0617
C -1.065 -2.858 -4.155 0.12 -0.29 -0.13 -0.2114
C 0.041 -1.905 -4.596 0.04 0.57 0.51 -0.2601
In 0.894 -0.557 -3.060 0.07 -0.40 -0.03 0.3042
O 2.587 0.355 -3.753 -0.59 -0.43 -0.20 -0.4233
I 1.725 -1.850 -0.701 -0.14 0.05 -0.19 0.0355
P -0.927 1.197 -2.530 1.12 0.23 0.24 0.0875
O -2.292 0.904 -3.424 -0.26 -0.43 0.31 -0.3137
O -1.426 0.971 -1.026 -0.54 -0.10 -0.23 -0.3219
S -0.382 3.050 -2.866 -0.15 0.05 -0.14 0.1238
H -3.298 -0.852 -3.643 -0.18 0.51 0.57 0.0727
H -0.639 -3.711 -3.654 0.18 -0.31 0.38 0.1119
H -1.615 -3.207 -5.017 -0.23 -0.23 -0.26 0.1036
H -0.362 -1.283 -5.383 -0.01 0.40 -0.31 0.0361
H 0.871 -2.442 -5.020 0.30 -0.37 -0.21 0.0290
H 2.870 0.928 -3.047 0.35 0.37 0.32 -0.0739
H -2.127 1.328 -4.267 -0.12 0.34 -0.38 0.0355
H -2.032 1.683 -0.759 0.15 0.09 0.20 -0.0059
C -4.398 -0.174 2.740 0.06 0.01 -0.01 -0.1100
C -2.886 -0.137 2.936 -0.20 -0.12 -0.03 -0.2523
C -2.343 1.284 3.115 0.07 -0.21 0.15 -0.1843
C -2.514 2.084 1.908 0.16 -0.09 0.13 -0.1982
N -2.609 2.664 0.926 -0.27 0.25 -0.08 0.1773
H -4.691 0.342 1.826 0.01 0.02 -0.01 0.0733
H -4.747 -1.203 2.667 -0.01 -0.01 -0.02 0.0705
H -4.915 0.298 3.579 -0.01 0.01 0.01 0.0707
H -2.394 -0.611 2.086 0.07 0.04 -0.02 0.1191
H -2.621 -0.717 3.821 0.06 0.04 0.03 0.1055
H -1.279 1.245 3.351 0.04 0.07 -0.08 0.1188
H -2.840 1.782 3.950 -0.05 0.04 -0.02 0.1155
C 4.042 -0.588 3.447 0.10 -0.01 -0.03 -0.1070
C 4.951 0.630 3.314 -0.12 -0.17 0.15 -0.2693
C 4.340 1.723 2.433 0.19 -0.03 0.18 -0.1970
C 4.188 1.280 1.050 -0.14 0.18 0.12 -0.2342
N 4.054 0.935 -0.034 0.14 0.01 -0.27 0.1660
H 3.879 -1.069 2.482 -0.05 0.03 -0.03 0.0664
H 4.486 -1.325 4.118 -0.01 -0.02 0.00 0.0675
H 3.069 -0.307 3.853 -0.02 0.00 -0.01 0.0738
H 5.915 0.325 2.904 0.03 0.05 -0.04 0.1086
H 5.144 1.051 4.303 0.01 0.06 -0.02 0.1006
H 4.970 2.614 2.448 -0.01 0.02 -0.07 0.1121
H 3.364 2.016 2.822 -0.06 -0.02 -0.06 0.1175
```
Forces are in eV/Å.

Calculated values
HOMO energy: -4.69 eV
charge: -1
gap between HOMO and LUMO: 7.08 eV
electronic energy: -2145.6298 a.u.
LUMO level: 2.38 eV